18
Properties=species:S:1:pos:R:3:forces:R:3 method="wB97M-V/def2-TZVPD" molar_mass_da=97.2 homo_lumo_gap_ha=0.3230 multiplicity=1 energy_ha=-289.915149 relative_energy_kj_mol=148.43 max_force_ev_per_a=2.501 smiles="C=C/C(N)=C/CC"
N 1.120 -0.846 -0.911 0.560 0.387 -0.166
C -1.221 -0.979 -1.317 -0.721 -0.334 2.190
H 1.836 0.092 2.089 -0.139 0.245 -0.171
C 1.260 1.035 2.160 0.663 -1.657 -0.551
H -1.085 -1.323 -2.330 0.123 -0.093 -0.133
H 1.901 1.685 2.737 -0.131 0.491 0.246
H 0.368 0.708 2.700 -0.008 0.591 0.097
H -2.538 -1.083 0.398 0.282 -0.274 0.112
H 1.977 -0.332 -0.790 -0.156 0.173 0.161
C -0.116 -0.230 -0.678 0.382 -0.466 0.104
H 1.784 1.671 0.141 0.420 -0.373 -0.582
C -0.252 0.784 0.188 -0.113 0.589 -0.704
H 1.243 -1.629 -1.527 -0.532 0.122 -0.161
H -2.876 -2.141 -1.147 -0.460 0.319 0.595
H 0.607 2.603 0.966 -0.207 -0.319 -0.575
C 0.906 1.560 0.746 -0.866 0.674 2.248
C -2.265 -1.429 -0.588 0.525 0.054 -2.174
H -1.247 1.116 0.511 0.379 -0.129 -0.536